Computed, not measured: C26H36N4OS in the gas phase, with wB97M-V/def2-TZVPD.

Results
Maximum force, eV/Å: 0.69
SMILES: CCN1CCCc2cc(CN(CCN3CCOCC3)C(=S)Nc3cccc(C)c3)ccc21
Energy above the lowest of the compared OMol25 structures with the same formula, charge and spin, kcal/mol: 17.9
LUMO, eV: 0.67
Gap between HOMO and LUMO, eV: 8.030
Total charge: 0

Geometry (Å):
1 C 5.181 -0.224 -3.101
2 H 5.732 0.108 -3.977
3 H 5.282 -1.304 -3.017
4 H 4.129 0.010 -3.238
5 C 5.723 0.461 -1.845
6 N 5.031 0.045 -0.648
7 C 3.927 0.699 -0.168
8 C 3.281 1.698 -0.908
9 C 2.175 2.359 -0.412
10 C 1.664 2.056 0.839
11 C 2.289 1.053 1.572
12 C 3.394 0.377 1.097
13 C 4.017 -0.718 1.916
14 C 4.630 -1.748 0.977
15 C 5.639 -1.045 0.082
16 H 6.050 -1.757 -0.642
17 H 6.474 -0.671 0.695
18 H 5.125 -2.544 1.535
19 H 3.844 -2.193 0.362
20 H 3.264 -1.177 2.559
21 H 4.795 -0.304 2.564
22 H 1.904 0.799 2.550
23 C 0.414 2.695 1.379
24 N -0.669 1.722 1.337
25 C -1.092 1.132 2.470
26 N -1.874 0.003 2.393
27 C -1.668 -1.133 1.608
28 C -2.724 -2.030 1.455
29 C -2.591 -3.165 0.674
30 C -1.373 -3.408 0.045
31 C -0.312 -2.539 0.217
32 C -0.446 -1.403 0.995
33 H 0.395 -0.743 1.144
34 H 0.636 -2.744 -0.258
35 H -1.258 -4.288 -0.570
36 C -3.732 -4.122 0.509
37 H -3.546 -5.027 1.087
38 H -3.842 -4.410 -0.534
39 H -4.664 -3.681 0.853
40 H -3.661 -1.828 1.956
41 H -2.406 -0.156 3.240
42 S -0.827 1.763 3.984
43 C -1.226 1.438 0.032
44 H -1.075 0.394 -0.254
45 H -0.695 2.051 -0.696
46 C -2.724 1.779 -0.037
47 N -3.225 1.465 -1.363
48 C -3.601 0.070 -1.546
49 C -4.969 -0.257 -0.932
50 O -5.977 0.596 -1.432
51 C -5.656 1.951 -1.195
52 C -4.309 2.313 -1.832
53 H -4.065 3.357 -1.634
54 H -4.383 2.170 -2.915
55 H -6.465 2.534 -1.636
56 H -5.623 2.144 -0.111
57 H -5.272 -1.273 -1.191
58 H -4.920 -0.170 0.165
59 H -2.840 -0.579 -1.112
60 H -3.645 -0.113 -2.623
61 H -3.254 1.245 0.763
62 H -2.845 2.850 0.142
63 H 0.550 2.996 2.420
64 H 0.131 3.572 0.791
65 H 1.709 3.127 -1.014
66 H 3.632 1.963 -1.891
67 H 5.655 1.547 -1.950
68 H 6.782 0.213 -1.725

Results of the Mulliken charge analysis, in e, for atoms 1 through 2: number 1, C, carries -1.04; number 2, H, carries 0.39

***

Computed, not measured: a molecular structure, C26H36O10S, with wB97M-V/def2-TZVPD.

Results
Maximum force, eV/Å: 9.09
LUMO, eV: -1.22
Gap between HOMO and LUMO, eV: 7.354
Total charge: 0

Geometry (Å):
1 C 3.658 2.469 1.028
2 C 2.162 2.858 0.467
3 C 2.261 2.753 -1.136
4 C 1.187 1.676 1.033
5 C 1.842 4.321 1.052
6 C 0.624 5.113 0.358
7 C 0.272 6.356 1.377
8 C 1.041 5.862 -1.042
9 C -0.746 4.275 0.226
10 C -1.284 3.574 -1.064
11 C -2.641 2.736 -1.077
12 C -3.539 2.597 0.196
13 O -4.791 1.905 0.285
14 C -4.626 0.465 0.191
15 C -5.002 -0.175 1.646
16 O -4.671 -1.590 1.702
17 C -3.550 -1.745 2.620
18 C -2.132 -1.235 2.050
19 C -1.425 -2.340 1.098
20 C -2.252 -2.402 -0.316
21 O -1.359 -3.203 -1.155
22 S 0.066 -2.265 -1.043
23 O 1.124 -3.232 -1.562
24 O 0.180 -1.058 -1.959
25 O -0.072 -1.995 0.611
26 C -3.013 3.288 1.521
27 C -1.642 4.100 1.540
28 H 4.074 1.512 0.541
29 H 3.488 2.195 2.150
30 H 4.381 3.358 1.027
31 H 2.587 1.690 -1.470
32 H 1.336 3.117 -1.706
33 H 3.135 3.450 -1.474
34 H 1.776 0.789 1.479
35 H 0.655 1.243 0.089
36 H 0.344 2.060 1.712
37 H 2.797 4.969 0.877
38 H 1.714 4.251 2.190
39 H 0.214 6.017 2.476
40 H 1.152 7.119 1.328
41 H -0.723 6.829 1.054
42 H 2.187 6.048 -1.050
43 H 0.483 6.872 -1.171
44 H 0.783 5.225 -1.963
45 H -0.710 3.645 -2.053
46 H -3.009 2.199 -2.038
47 H -5.405 0.016 -0.548
48 H -3.592 0.152 -0.190
49 H -6.156 -0.059 1.769
50 H -4.537 0.458 2.492
51 H -3.799 -1.237 3.626
52 H -3.484 -2.885 2.858
53 H -2.200 -0.263 1.421
54 H -1.470 -0.959 2.967
55 H -1.500 -3.290 1.755
56 H -2.085 -1.342 -0.732
57 H -3.355 -2.715 -0.259
58 H -3.629 3.218 2.498
59 H -1.353 4.537 2.564
60 C 2.024 -6.622 -2.839
61 C 2.715 -5.907 -1.946
62 C 3.911 -6.474 -1.258
63 O 4.531 -5.788 -0.462
64 C 4.294 -7.856 -1.570
65 C 3.601 -8.569 -2.460
66 C 2.422 -7.994 -3.168
67 O 1.823 -8.670 -3.989
68 O 3.946 -9.857 -2.757
69 O 2.351 -4.627 -1.629
70 H 1.156 -6.223 -3.347
71 H 5.153 -8.260 -1.051
72 H 3.295 -10.152 -3.425
73 H 3.005 -4.328 -0.966

Results of the Mulliken charge analysis, in e, for atoms 1 through 2: number 1, C, carries -1.45; number 2, C, carries 1.96

***

Computed, not measured: a molecular structure, C26H37BrN2O2S7SbSi3TeTi, with wB97M-V/def2-TZVPD.

Results
Maximum force, eV/Å: 0.56
Energy above the lowest of the compared OMol25 structures with the same formula, charge and spin, kcal/mol: 24.6
LUMO, eV: 1.71
Gap between HOMO and LUMO, eV: 5.983
Total charge: -1

Geometry (Å):
1 Ti -1.686 -0.665 0.704
2 S -2.085 0.039 3.253
3 C -1.472 1.424 2.511
4 N -1.147 1.347 1.233
5 C -0.688 2.552 0.720
6 C -0.326 2.802 -0.598
7 C 0.069 4.082 -0.943
8 C 0.104 5.107 0.003
9 C -0.260 4.867 1.318
10 C -0.654 3.583 1.666
11 S -1.227 3.000 3.207
12 H -0.396 2.008 -1.328
13 H 0.342 4.294 -1.969
14 H 0.408 6.102 -0.293
15 H -0.253 5.662 2.051
16 Br -5.385 -0.317 1.296
17 C -4.570 -1.899 0.651
18 C -5.351 -2.896 0.185
19 C -4.717 -4.151 -0.143
20 C -3.386 -4.276 -0.073
21 C -2.559 -3.120 0.269
22 N -3.225 -1.956 0.786
23 C -1.344 -3.367 1.144
24 O -0.924 -4.451 1.467
25 O -0.829 -2.206 1.518
26 H -6.422 -2.779 0.156
27 H -5.334 -4.997 -0.419
28 H -2.866 -5.199 -0.286
29 C 4.412 -2.698 0.087
30 Si 2.584 -2.736 0.549
31 C 2.399 -3.066 2.382
32 C 1.844 -4.131 -0.445
33 Sb 1.466 -0.461 0.104
34 Si 2.514 -0.042 -2.195
35 C 1.628 1.361 -3.067
36 C 2.326 -1.589 -3.239
37 C 4.342 0.389 -2.081
38 Si 2.944 0.988 1.634
39 C 2.080 1.020 3.297
40 C 4.690 0.352 1.923
41 C 3.093 2.735 0.967
42 H 4.855 -3.659 0.369
43 H 4.976 -1.909 0.582
44 H 4.543 -2.584 -0.991
45 H 2.815 -4.046 2.635
46 H 1.341 -3.063 2.647
47 H 2.914 -2.312 2.982
48 H 2.472 -5.015 -0.284
49 H 1.832 -3.908 -1.511
50 H 0.830 -4.374 -0.132
51 H 0.559 1.153 -3.159
52 H 2.037 1.488 -4.074
53 H 1.749 2.302 -2.529
54 H 1.288 -1.928 -3.251
55 H 2.940 -2.407 -2.863
56 H 2.634 -1.380 -4.268
57 H 4.507 1.313 -1.525
58 H 4.745 0.526 -3.089
59 H 4.909 -0.407 -1.595
60 H 1.974 0.012 3.704
61 H 1.079 1.447 3.226
62 H 2.653 1.620 4.011
63 H 4.687 -0.616 2.425
64 H 5.210 1.063 2.572
65 H 5.261 0.261 0.997
66 H 2.121 3.210 0.844
67 H 3.598 2.757 -0.001
68 H 3.680 3.340 1.665
69 Te -1.397 -2.264 -1.575
70 C -5.996 0.232 -2.684
71 S -5.200 1.769 -3.213
72 C -4.776 2.447 -1.651
73 C -3.852 1.962 -0.787
74 S -2.909 0.525 -1.161
75 S -3.752 2.851 0.711
76 C -4.959 4.043 0.409
77 S -5.368 5.214 1.498
78 S -5.677 3.851 -1.139
79 H -6.346 -0.262 -3.589
80 H -6.843 0.445 -2.034
81 H -5.276 -0.408 -2.174

Results of the Mulliken charge analysis, in e, for atoms 1 through 2: number 1, Ti, carries 0.94; number 2, S, carries -0.43

***

Computed, not measured: a molecular structure, C26H37FeN7O2S6, with wB97M-V/def2-TZVPD.

Results
Maximum force, eV/Å: 0.13
Energy above the lowest of the compared OMol25 structures with the same formula, charge and spin, kcal/mol: 0.0
LUMO, eV: -0.20
Gap between HOMO and LUMO, eV: 7.228
Total charge: 0

Geometry (Å):
1 Fe 0.096 0.031 -0.031
2 C -1.366 -2.463 0.397
3 C -1.830 -1.889 -0.933
4 N -1.650 -0.426 -0.965
5 C -2.723 0.366 -0.349
6 C -2.562 0.393 1.166
7 N -1.135 0.527 1.555
8 C -0.766 -0.309 2.726
9 C -0.083 -1.626 2.309
10 N -0.126 -1.801 0.850
11 H -2.130 -2.330 1.163
12 H -1.215 -3.541 0.297
13 H -1.200 -2.298 -1.719
14 H -2.872 -2.166 -1.128
15 H -1.537 -0.136 -1.931
16 H -2.650 1.374 -0.756
17 H -3.715 -0.019 -0.608
18 H -3.160 1.204 1.589
19 H -2.950 -0.528 1.597
20 H -0.956 1.489 1.822
21 H -0.062 0.263 3.328
22 H -1.651 -0.490 3.341
23 H 0.966 -1.593 2.592
24 H -0.543 -2.479 2.817
25 H 0.681 -2.366 0.591
26 N -1.013 5.331 -0.429
27 C -0.274 4.269 -0.895
28 C -0.513 2.967 -0.433
29 N 0.225 1.933 -0.823
30 C 1.202 2.190 -1.703
31 C 1.365 3.461 -2.220
32 N 0.641 4.503 -1.829
33 H -1.249 5.304 0.554
34 H -0.630 6.222 -0.708
35 H -1.313 2.795 0.274
36 H 1.855 1.372 -1.952
37 H 2.128 3.646 -2.967
38 O 1.185 1.322 -8.184
39 C 0.164 0.894 -7.405
40 O -0.956 0.918 -7.833
41 C 0.510 0.405 -6.038
42 C 1.728 0.647 -5.407
43 C 1.968 0.180 -4.127
44 C 1.005 -0.553 -3.419
45 S 1.365 -1.110 -1.787
46 C -0.200 -0.817 -4.086
47 C -0.450 -0.336 -5.357
48 H 2.029 1.152 -7.751
49 H 2.505 1.238 -5.882
50 H 2.914 0.392 -3.644
51 H -0.942 -1.452 -3.619
52 H -1.390 -0.537 -5.854
53 C 5.383 2.155 0.917
54 S 4.184 2.924 -0.199
55 C 2.873 3.192 0.935
56 C 2.110 2.228 1.498
57 S 2.154 0.517 1.220
58 S 0.949 2.858 2.656
59 C 1.174 4.554 2.396
60 S 0.194 5.709 3.048
61 S 2.511 4.854 1.363
62 H 6.250 1.886 0.313
63 H 4.947 1.256 1.350
64 H 5.686 2.851 1.696
65 C 5.995 -3.445 0.214
66 C 4.869 -2.676 -0.483
67 C 5.167 -1.170 -0.498
68 C 4.662 -3.197 -1.911
69 C 3.620 -2.882 0.273
70 N 2.646 -3.041 0.859
71 H 6.923 -3.289 -0.338
72 H 5.785 -4.514 0.242
73 H 6.138 -3.092 1.236
74 H 6.068 -0.996 -1.090
75 H 5.335 -0.800 0.514
76 H 4.334 -0.614 -0.928
77 H 5.576 -3.026 -2.483
78 H 3.834 -2.675 -2.390
79 H 4.449 -4.266 -1.910

Results of the Mulliken charge analysis, in e, for atoms 1 through 2: number 1, Fe, carries -0.12; number 2, C, carries -0.73

***

Computed, not measured: a molecular structure, C26H37MnN2, with wB97M-V/def2-TZVPD.

Results
Spin multiplicity: 4
Maximum force, eV/Å: 6.93
Expectation value of S²: 3.963
Energy above the lowest of the compared OMol25 structures with the same formula, charge and spin, kcal/mol: 20.9
LUMO (spin up / spin down), eV: -3.67 / -3.58
Gap between HOMO and LUMO (spin up / spin down), eV: 6.566 / 7.128
Total charge: +1

Geometry (Å):
1 C 1.078 -2.103 0.839
2 C 1.519 -1.321 -0.282
3 C 0.607 -1.540 -1.380
4 C -0.428 -2.425 -0.910
5 C -0.157 -2.735 0.475
6 Mn -0.506 -0.600 0.242
7 C -2.952 1.193 -1.060
8 C -2.243 0.716 0.101
9 H -2.286 1.353 1.017
10 C -2.445 -0.697 0.447
11 H -2.943 -1.382 -0.263
12 H -2.654 -1.072 1.471
13 C -3.136 2.678 -1.244
14 H -2.695 3.464 -0.587
15 H -3.032 3.100 -2.266
16 H -4.253 2.841 -1.036
17 C -2.642 0.477 -2.337
18 H -1.778 -0.200 -2.483
19 H -3.517 -0.225 -2.394
20 H -2.729 1.067 -3.261
21 C 2.831 -0.634 -0.402
22 H 3.249 -0.400 0.598
23 H 3.572 -1.265 -0.931
24 H 2.727 0.322 -0.948
25 C 0.842 -1.122 -2.781
26 H 1.275 -0.112 -2.812
27 H 1.536 -1.810 -3.292
28 H -0.089 -1.109 -3.363
29 C -1.463 -3.090 -1.746
30 H -1.668 -2.523 -2.664
31 H -1.143 -4.101 -2.054
32 H -2.411 -3.210 -1.204
33 C -0.893 -3.723 1.309
34 H -1.945 -3.813 1.003
35 H -0.446 -4.730 1.237
36 H -0.879 -3.442 2.372
37 C 1.841 -2.389 2.077
38 H 1.189 -2.397 2.965
39 H 2.324 -3.379 2.025
40 H 2.637 -1.654 2.252
41 C 1.452 1.933 -1.384
42 C 0.115 2.459 -1.891
43 C 2.559 2.703 -1.612
44 C 0.237 2.599 -3.236
45 H -0.987 2.606 -1.741
46 C 2.615 2.968 -3.043
47 H 3.509 2.874 -1.254
48 C 1.484 2.819 -3.839
49 H -0.705 2.522 -3.827
50 H 3.535 3.233 -3.558
51 H 1.443 2.876 -4.870
52 C 2.743 1.985 3.782
53 C 1.538 1.297 3.356
54 C 0.428 0.856 4.161
55 C -0.480 0.245 3.226
56 N 0.045 0.317 1.967
57 N 1.241 0.971 2.082
58 C -1.751 -0.345 3.600
59 H 2.488 2.936 4.270
60 H 3.299 1.384 4.516
61 H 3.415 2.202 2.936
62 H 0.308 0.936 5.161
63 H 1.869 1.128 1.302
64 H -1.853 -1.388 3.246
65 H -1.838 -0.381 4.694
66 H -2.604 0.250 3.224

Results of the Mulliken charge analysis, in e, for atoms 1 through 2: number 1, C, carries 1.20; number 2, C, carries 0.09

***

Computed, not measured: a molecular structure, C26H38AgN8OPSSi, with wB97M-V/def2-TZVPD.

Results
Maximum force, eV/Å: 0.27
Energy above the lowest of the compared OMol25 structures with the same formula, charge and spin, kcal/mol: 0.0
LUMO, eV: 0.55
Gap between HOMO and LUMO, eV: 7.293
Total charge: 0

Geometry (Å):
1 Ag 0.543 0.162 0.017
2 C -3.494 3.163 2.649
3 N -2.164 2.726 2.261
4 C -0.993 3.333 2.626
5 C 0.009 2.604 2.055
6 N -0.532 1.572 1.348
7 C -1.844 1.660 1.479
8 P -3.121 0.561 0.796
9 C -2.807 0.792 -0.978
10 N -1.638 0.999 -1.546
11 C -1.857 1.001 -2.890
12 C -3.188 0.802 -3.142
13 N -3.794 0.679 -1.923
14 C -5.204 0.412 -1.712
15 C -2.289 -1.024 1.145
16 N -1.872 -1.274 2.368
17 C -1.373 -2.547 2.334
18 C -1.507 -3.065 1.079
19 N -2.114 -2.098 0.324
20 C -2.416 -2.226 -1.091
21 H -3.391 3.936 3.405
22 H -4.034 3.570 1.796
23 H -4.057 2.330 3.065
24 H -0.979 4.207 3.253
25 H 1.075 2.737 2.115
26 H -1.052 1.140 -3.594
27 H -3.748 0.746 -4.060
28 H -5.806 1.116 -2.283
29 H -5.453 -0.604 -2.023
30 H -5.436 0.522 -0.656
31 H -0.948 -3.014 3.207
32 H -1.218 -4.009 0.650
33 H -2.275 -3.267 -1.371
34 H -3.453 -1.955 -1.287
35 H -1.734 -1.619 -1.683
36 C 1.488 -3.214 -6.325
37 Si 1.321 -3.047 -4.458
38 C 2.678 -4.066 -3.673
39 C -0.367 -3.715 -3.990
40 C 1.479 -1.222 -4.033
41 C 1.684 -0.287 -5.040
42 C 1.796 1.069 -4.753
43 C 1.690 1.448 -3.429
44 N 1.487 0.589 -2.434
45 C 1.391 -0.724 -2.708
46 S 1.134 -1.778 -1.338
47 H 1.403 -4.267 -6.604
48 H 2.457 -2.858 -6.683
49 H 0.708 -2.668 -6.860
50 H 2.581 -5.116 -3.960
51 H 2.641 -3.994 -2.586
52 H 3.659 -3.716 -4.005
53 H -0.478 -4.745 -4.340
54 H -1.161 -3.114 -4.439
55 H -0.490 -3.698 -2.908
56 H 1.757 -0.614 -6.071
57 H 1.962 1.804 -5.529
58 H 1.762 2.493 -3.141
59 O 2.846 0.958 1.298
60 C 3.267 0.817 2.427
61 C 4.724 0.567 2.706
62 C 4.866 -0.963 2.515
63 C 3.837 -1.847 3.250
64 C 2.384 -1.770 2.736
65 C 1.573 -0.603 3.320
66 N 2.433 0.585 3.511
67 H 4.996 0.858 3.724
68 H 5.355 1.099 1.998
69 H 5.870 -1.256 2.825
70 H 4.785 -1.170 1.445
71 H 3.869 -1.644 4.328
72 H 4.179 -2.878 3.136
73 H 1.865 -2.702 2.972
74 H 2.392 -1.696 1.645
75 H 1.166 -0.854 4.300
76 H 0.728 -0.350 2.680
77 H 2.973 0.488 4.358

Results of the Mulliken charge analysis, in e, for atoms 1 through 2: number 1, Ag, carries 0.59; number 2, C, carries -0.87

***

Number 5 is which compound?
C26H37MnN2

***

Number 1 is which compound?
C26H36N4OS

***

Among the records above, which one has the highest total charge?
C26H37MnN2